1.
This record from the OMol25 dataset describes a cluster of 12 separate species, C48H72O36 in total at a distorted geometry. The level of theory is ωB97M-V/def2-TZVPD.

```
! RIJCOSX wB97M-V def2-TZVPD def2/J DEFGRID3
* xyz 0 1
C 18.86 -21.83 -8.68
C 17.41 -22.25 -9.20
C 16.71 -23.31 -8.34
O 15.51 -22.73 -8.05
C 15.44 -21.47 -8.43
O 14.47 -20.70 -8.37
O 16.58 -21.10 -9.06
H 18.91 -21.56 -7.63
H 19.28 -21.04 -9.29
H 19.54 -22.67 -8.81
H 17.38 -22.55 -10.25
H 17.34 -23.41 -7.46
H 16.72 -24.29 -8.82
C 17.27 -13.61 -7.94
C 17.61 -12.18 -8.51
C 17.29 -11.92 -9.99
O 16.74 -10.63 -9.95
C 16.41 -10.26 -8.71
O 15.93 -9.19 -8.38
O 16.82 -11.22 -7.82
H 16.19 -13.77 -8.00
H 17.41 -13.62 -6.86
H 17.89 -14.38 -8.40
H 18.63 -11.90 -8.24
H 16.50 -12.53 -10.42
H 18.13 -11.99 -10.70
C 1.12 -7.13 -8.28
C 0.47 -6.19 -7.20
C -0.86 -5.63 -7.66
O -1.74 -5.92 -6.63
C -1.23 -6.83 -5.81
O -1.92 -7.34 -4.89
O 0.08 -7.02 -6.11
H 0.45 -7.95 -8.53
H 2.03 -7.66 -8.00
H 1.44 -6.64 -9.20
H 1.04 -5.33 -6.87
H -1.22 -6.11 -8.57
H -0.67 -4.60 -7.94
C 6.80 -7.44 -1.60
C 7.28 -6.42 -0.62
C 8.68 -6.53 -0.12
O 9.27 -5.32 -0.41
C 8.53 -4.58 -1.19
O 8.80 -3.42 -1.51
O 7.36 -5.28 -1.40
H 5.78 -7.31 -1.95
H 6.83 -8.44 -1.18
H 7.43 -7.41 -2.49
H 6.61 -6.26 0.22
H 9.23 -7.32 -0.63
H 8.53 -6.69 0.94
C 7.80 -14.86 -16.31
C 6.58 -15.15 -17.21
C 5.30 -15.43 -16.39
O 4.45 -14.39 -16.80
C 4.98 -13.64 -17.75
O 4.42 -12.72 -18.31
O 6.28 -13.98 -17.93
H 8.03 -15.70 -15.66
H 7.53 -13.98 -15.72
H 8.62 -14.50 -16.93
H 6.79 -16.00 -17.86
H 5.44 -15.55 -15.32
H 4.99 -16.40 -16.79
C 3.12 -13.18 -4.24
C 2.02 -14.13 -4.72
C 0.82 -13.49 -5.43
O 0.72 -14.22 -6.66
C 1.79 -14.85 -6.91
O 2.17 -15.36 -7.96
O 2.55 -14.79 -5.83
H 4.06 -13.69 -4.04
H 2.78 -12.56 -3.41
H 3.39 -12.43 -4.98
H 1.86 -14.90 -3.97
H 0.99 -12.44 -5.67
H -0.17 -13.56 -4.98
C -0.52 -11.13 -13.23
C -0.53 -10.12 -14.45
C -1.63 -10.16 -15.40
O -2.21 -8.91 -15.28
C -1.57 -8.17 -14.32
O -1.94 -7.07 -13.89
O -0.54 -8.86 -13.86
H -0.56 -12.18 -13.49
H -1.37 -10.85 -12.60
H 0.39 -10.99 -12.66
H 0.37 -10.18 -15.06
H -2.26 -11.02 -15.19
H -1.17 -10.27 -16.39
C 7.57 -12.42 -9.53
C 8.52 -12.86 -8.43
C 9.96 -13.10 -8.94
O 10.73 -12.35 -8.01
C 9.93 -11.66 -7.18
O 10.29 -10.92 -6.25
O 8.69 -11.75 -7.58
H 7.39 -13.32 -10.13
H 7.92 -11.66 -10.23
H 6.57 -12.11 -9.24
H 8.08 -13.69 -7.88
H 10.10 -12.79 -9.97
H 10.08 -14.19 -8.92
C 11.56 -13.34 0.01
C 12.92 -13.91 0.13
C 13.93 -13.24 -0.75
O 14.99 -12.97 0.10
C 14.68 -13.14 1.36
O 15.44 -12.72 2.26
O 13.45 -13.68 1.43
H 11.44 -12.27 0.21
H 10.97 -13.83 0.78
H 11.08 -13.48 -0.95
H 12.95 -14.96 -0.16
H 13.55 -12.33 -1.20
H 14.26 -13.84 -1.60
C 15.70 -6.42 -1.14
C 17.18 -6.88 -1.20
C 17.69 -7.46 -2.46
O 18.90 -6.83 -2.65
C 18.98 -5.74 -1.89
O 19.87 -4.99 -2.11
O 17.95 -5.71 -1.05
H 15.07 -7.26 -1.44
H 15.47 -5.56 -1.77
H 15.41 -6.05 -0.16
H 17.41 -7.45 -0.30
H 16.91 -7.31 -3.20
H 17.85 -8.54 -2.38
C 7.86 -5.75 -8.97
C 8.21 -5.47 -10.48
C 9.38 -6.22 -11.10
O 8.94 -6.71 -12.35
C 7.64 -6.53 -12.44
O 6.95 -6.84 -13.37
O 7.17 -5.93 -11.31
H 7.67 -6.81 -8.82
H 6.91 -5.24 -8.81
H 8.63 -5.36 -8.30
H 8.44 -4.41 -10.58
H 9.58 -7.03 -10.39
H 10.32 -5.68 -11.20
C 9.72 -21.86 -0.54
C 10.38 -21.33 -1.84
C 9.70 -21.88 -3.14
O 9.27 -20.69 -3.82
C 9.49 -19.61 -3.09
O 9.09 -18.44 -3.43
O 10.11 -19.95 -1.89
H 9.58 -22.94 -0.54
H 8.74 -21.44 -0.35
H 10.29 -21.64 0.36
H 11.47 -21.42 -1.87
H 8.84 -22.53 -2.99
H 10.45 -22.46 -3.69
*
```

Summary:
SMILES = C[C@H]1COC(=O)O1.C[C@H]1COC(=O)O1.C[C@H]1COC(=O)O1.C[C@H]1COC(=O)O1.C[C@H]1COC(=O)O1.C[C@H]1COC(=O)O1.C[C@H]1COC(=O)O1.C[C@H]1COC(=O)O1.C[C@H]1COC(=O)O1.C[C@H]1COC(=O)O1.C[C@H]1COC(=O)O1.C[C@H]1COC(=O)O1
highest occupied orbital energy = -10.647 eV
energy above the lowest of the compared OMol25 structures with the same formula, charge and spin = 200.67 kcal per mole

2.
This record from the OMol25 dataset describes a structure of composition C13H22N2O4OsP. The level of theory is ωB97M-V/def2-TZVPD.

```
! RIJCOSX wB97M-V def2-TZVPD def2/J DEFGRID3
* xyz 3 5
Os -0.74 -0.16 1.60
C -2.35 -1.33 2.81
C -1.27 -0.97 3.65
C -1.25 0.47 3.75
C -2.33 0.98 2.98
C -2.96 -0.12 2.35
H -2.67 -2.33 2.57
H -0.66 -1.64 4.23
H -0.62 1.04 4.41
H -2.62 2.02 2.90
H -3.84 -0.06 1.72
C 3.26 -0.08 3.82
O 2.45 -0.74 2.79
P 1.65 -0.14 1.62
O 1.97 -1.04 0.38
C 3.21 -1.80 0.19
O 2.24 1.29 1.36
C 1.54 2.55 1.38
H 4.26 -0.49 3.73
H 2.83 -0.32 4.78
H 3.28 0.99 3.65
H 2.94 -2.71 -0.33
H 3.65 -2.04 1.16
H 3.90 -1.20 -0.40
H 1.81 3.09 0.47
H 1.87 3.12 2.24
H 0.46 2.41 1.42
N -0.83 -0.07 -0.40
C -0.84 -0.04 -1.56
N -0.86 -0.02 -2.88
C -0.69 -1.25 -3.65
C -1.69 -1.29 -4.83
O -1.76 -0.06 -5.50
C -1.93 1.13 -4.78
C -0.89 1.23 -3.63
H -0.87 -2.12 -3.02
H 0.32 -1.31 -4.06
H -2.70 -1.51 -4.45
H -1.42 -2.04 -5.57
H -2.94 1.11 -4.35
H -1.84 1.95 -5.48
H -1.17 2.06 -2.98
H 0.09 1.43 -4.07
*
```

Summary:
highest occupied orbital energy (alpha / beta) = -17.479 / -19.095 eV

3.
This record from the OMol25 dataset describes a cluster of 3 separate species, C3H14N2O3 in total at a distorted geometry. The level of theory is ωB97M-V/def2-TZVPD.

```
! RIJCOSX wB97M-V def2-TZVPD def2/J DEFGRID3
* xyz 0 1
C -0.38 1.14 -0.29
C 1.09 0.72 -0.42
O 1.84 1.80 -0.96
N -1.35 0.07 -0.65
C -1.77 -0.73 0.51
N -0.76 -1.38 1.36
H -0.55 1.88 -1.07
H -0.65 1.55 0.68
H 1.55 0.46 0.53
H 1.17 -0.19 -1.00
H 1.96 1.63 -1.90
H -0.94 -0.57 -1.31
H -2.34 -1.59 0.14
H -2.31 -0.04 1.15
H -0.04 -0.75 1.72
H -0.28 -2.12 0.87
H -0.65 -2.33 -2.67
H -0.01 -3.22 -1.56
O 0.15 -2.48 -2.15
H 1.44 2.53 1.74
H 1.64 1.38 2.66
O 1.17 2.23 2.62
*
```

Summary:
SMILES = NCNCCO.O.O
highest occupied orbital energy = -8.705 eV
energy above the lowest of the compared OMol25 structures with the same formula, charge and spin = 28.89 kcal per mole